# 1
85
Properties=species:S:1:pos:R:3:mulliken_charge:R:1 method="wB97M-V/def2-TZVPD" gap_ev=9.4 total_charge=+1 molar_mass_da=593.2 energy_ha=-2683.24728 lumo_ev=-3.0
C 5.547 -2.267 2.291 -1.038
C 5.695 -1.448 1.047 0.678
O 6.485 -0.555 0.888 -0.562
O 4.823 -1.838 0.091 -0.153
C 5.055 -1.326 -1.228 -0.456
C 4.500 -2.297 -2.286 -0.960
C 3.531 -3.352 -1.772 -0.871
C 2.243 -2.787 -1.151 0.441
C 1.071 -3.764 -1.249 -0.945
C -0.030 -3.520 -0.186 -0.632
C -1.476 -3.468 -0.699 -1.186
C -2.076 -2.073 -0.854 -0.987
C -1.253 -1.068 -1.639 0.301
C -0.758 0.173 -0.935 -1.612
C -0.176 1.010 -2.068 1.257
C 0.128 2.478 -1.798 -0.957
C 1.490 2.699 -1.155 -0.985
C 1.648 2.091 0.251 -0.350
C 2.506 2.915 1.195 -1.176
S 1.732 4.482 1.603 0.981
O 1.961 4.793 2.967 -0.555
O 0.398 4.476 1.099 -0.432
Cl 2.824 5.793 0.500 -0.203
C -1.209 0.789 -3.210 -0.817
O -2.110 1.820 -3.423 -0.425
N -2.019 -0.414 -2.796 0.064
H 6.058 -1.776 3.109 0.335
H 5.947 -3.262 2.107 0.281
H 4.490 -2.385 2.527 0.284
H 4.554 -0.362 -1.315 0.149
H 6.116 -1.156 -1.376 0.451
H 4.034 -1.725 -3.087 0.369
H 5.345 -2.816 -2.740 0.422
H 4.017 -4.010 -1.056 0.328
H 3.246 -3.975 -2.624 0.485
H 2.018 -1.828 -1.627 -0.520
H 2.429 -2.599 -0.095 0.413
H 0.627 -3.748 -2.245 0.488
H 1.491 -4.751 -1.063 0.525
H 0.022 -4.346 0.520 0.602
H 0.196 -2.619 0.388 0.285
H -2.104 -3.971 0.035 0.386
H -1.575 -4.049 -1.617 0.426
H -3.071 -2.173 -1.296 0.390
H -2.227 -1.668 0.148 0.359
H -0.393 -1.539 -2.125 0.420
H -1.655 0.710 -0.595 0.224
H -0.139 -0.027 -0.070 0.492
H 0.750 0.563 -2.443 0.191
H 0.150 2.994 -2.762 0.549
H -0.656 2.951 -1.206 -0.209
H 1.689 3.767 -1.123 0.462
H 2.246 2.263 -1.811 0.489
H 2.149 1.124 0.165 0.488
H 0.676 1.909 0.702 0.317
H 2.596 2.425 2.163 0.456
H 3.495 3.106 0.789 0.535
H -0.674 0.530 -4.124 0.383
H -1.895 2.304 -4.227 0.381
H -2.093 -1.097 -3.546 0.417
H -2.948 -0.151 -2.460 0.516
C -0.504 -3.241 5.008 -0.550
O -1.493 -2.245 5.284 -0.330
C -1.468 -1.191 4.478 0.818
O -0.710 -1.030 3.550 -0.532
O -2.425 -0.350 4.859 -0.316
C -2.537 0.831 4.063 -0.516
H -0.658 -4.022 5.745 0.220
H -0.637 -3.644 4.005 0.217
H 0.496 -2.825 5.109 0.293
H -2.759 0.572 3.029 0.188
H -1.622 1.419 4.111 0.289
H -3.360 1.403 4.479 0.223
C -3.451 3.809 -1.095 -0.438
O -4.692 4.425 -0.763 -0.362
C -5.645 3.547 -0.443 0.728
O -5.511 2.346 -0.438 -0.566
O -6.748 4.213 -0.141 -0.340
C -7.866 3.394 0.229 -0.620
H -2.759 4.612 -1.335 0.343
H -3.069 3.242 -0.246 0.233
H -3.570 3.157 -1.955 0.218
H -7.632 2.807 1.114 0.296
H -8.143 2.735 -0.591 0.297
H -8.677 4.082 0.443 0.219

***

# 2
83
Properties=species:S:1:pos:R:3:lowdin_spin:R:1 method="wB97M-V/def2-TZVPD" gap_ev="9.1 / 8.3" total_charge=0 molar_mass_da=556.6 energy_ha=-2218.19795 s_squared=2.01 spin_multiplicity=3 lumo_ev="0.5 / -0.3"
O -5.242 -5.396 2.193 0.000
C -5.940 -4.978 0.989 0.000
C -5.810 -6.159 -0.075 0.000
P -4.815 -5.645 -1.644 0.000
C -3.937 -5.130 -3.272 0.000
C -3.610 -3.575 -3.384 0.000
C -4.860 -2.641 -3.605 0.000
F -5.319 -2.612 -4.935 0.000
F -4.430 -1.316 -3.322 0.000
F -5.933 -2.873 -2.745 0.000
C -7.480 -4.667 1.342 0.000
F -8.242 -5.850 1.436 0.000
F -8.001 -3.841 0.345 0.000
F -7.576 -4.081 2.620 0.000
H -4.531 -4.738 2.319 0.000
H -5.485 -4.011 0.582 0.000
H -5.198 -6.980 0.426 0.000
H -6.807 -6.551 -0.452 0.000
H -6.073 -5.344 -2.282 0.000
H -4.068 -4.651 -0.925 0.000
H -4.292 -6.973 -1.774 0.000
H -2.920 -5.667 -3.257 0.000
H -4.476 -5.557 -4.190 0.000
H -2.943 -3.446 -4.305 0.000
H -2.956 -3.249 -2.504 0.000
C 2.032 0.955 -2.047 0.001
C 0.908 -0.026 -2.459 0.025
C -0.297 0.744 -3.047 0.014
C -1.151 1.434 -1.996 0.001
C -1.600 0.429 -0.942 0.013
C -0.418 -0.319 -0.295 0.024
N 0.535 -0.891 -1.299 0.335
O -0.034 -2.007 -1.800 0.579
C 0.317 0.651 0.661 0.001
C -0.990 -1.400 0.656 -0.001
C 1.549 -0.813 -3.630 -0.001
H 3.007 0.458 -2.046 0.001
H 2.094 1.794 -2.746 0.000
H 1.922 1.391 -1.058 0.000
H -0.937 0.051 -3.606 0.003
H 0.048 1.485 -3.773 0.001
H -0.600 2.262 -1.542 0.000
H -2.031 1.875 -2.474 0.001
H -2.181 0.951 -0.174 0.001
H -2.287 -0.287 -1.409 0.002
H 1.271 0.234 0.991 0.001
H -0.277 0.842 1.561 0.000
H 0.486 1.640 0.235 0.000
H -1.653 -2.102 0.146 -0.001
H -1.584 -0.941 1.451 0.000
H -0.185 -1.968 1.132 0.000
H 2.379 -1.434 -3.283 0.000
H 1.946 -0.123 -4.381 0.000
H 0.834 -1.458 -4.146 -0.001
C 3.648 5.882 2.929 0.001
C 3.289 4.376 2.956 0.024
C 3.930 3.688 4.183 0.014
C 5.419 3.429 4.028 0.001
C 5.686 2.641 2.752 0.013
C 5.108 3.327 1.499 0.024
N 3.675 3.736 1.662 0.332
O 2.925 2.623 1.528 0.583
C 5.988 4.553 1.156 0.001
C 5.315 2.384 0.288 -0.001
C 1.759 4.391 3.200 -0.001
H 2.901 6.453 2.370 0.001
H 3.684 6.293 3.941 0.000
H 4.603 6.118 2.470 0.000
H 3.433 2.727 4.364 0.003
H 3.760 4.287 5.082 0.001
H 5.972 4.374 4.031 0.000
H 5.781 2.859 4.889 0.001
H 6.765 2.497 2.637 0.001
H 5.255 1.638 2.862 0.002
H 5.512 5.183 0.401 0.001
H 6.954 4.239 0.748 0.000
H 6.245 5.162 2.023 0.000
H 4.855 1.404 0.433 -0.001
H 6.379 2.200 0.118 0.000
H 4.907 2.825 -0.627 0.000
H 1.225 4.813 2.344 0.000
H 1.518 5.005 4.073 0.000
H 1.354 3.395 3.397 0.000

***

# 3
96
Properties=species:S:1:pos:R:3:mulliken_charge:R:1 method="wB97M-V/def2-TZVPD" gap_ev=10.4 total_charge=0 molar_mass_da=1187.5 smiles=ClCCCl.ClCCCl.ClCCCl.ClCCCl.ClCCCl.ClCCCl.ClCCCl.ClCCCl.ClCCCl.ClCCCl.ClCCCl.ClCCCl energy_ha=-11987.81152 lumo_ev=-0.1
Cl -4.532 5.255 9.558 -0.195
C -2.944 5.746 8.778 -0.473
C -3.107 5.877 7.219 -0.379
Cl -3.327 4.311 6.397 -0.173
H -2.213 5.027 9.147 0.342
H -2.759 6.726 9.218 0.282
H -2.181 6.348 6.888 0.286
H -3.983 6.490 7.007 0.311
Cl 2.159 0.482 6.721 -0.173
C 2.046 -1.128 5.950 -0.462
C 2.736 -2.308 6.733 -0.351
Cl 2.203 -2.236 8.414 -0.178
H 2.583 -0.986 5.012 0.272
H 1.023 -1.341 5.640 0.322
H 3.820 -2.234 6.817 0.267
H 2.498 -3.238 6.218 0.303
Cl 1.842 -1.223 -0.261 -0.201
C 1.204 0.459 -0.674 -0.372
C -0.094 0.695 0.126 -0.467
Cl -1.218 -0.681 0.005 -0.173
H 0.988 0.492 -1.741 0.293
H 1.888 1.258 -0.388 0.302
H -0.602 1.607 -0.189 0.315
H 0.112 1.014 1.148 0.302
Cl -7.313 -4.181 -3.105 -0.193
C -7.337 -2.543 -3.646 -0.392
C -7.257 -2.497 -5.109 -0.460
Cl -7.228 -0.757 -5.624 -0.206
H -6.501 -1.987 -3.220 0.301
H -8.237 -2.045 -3.287 0.308
H -8.068 -3.029 -5.608 0.329
H -6.353 -2.985 -5.474 0.312
Cl -5.685 -6.693 4.192 -0.184
C -4.124 -6.110 3.549 -0.401
C -2.956 -6.285 4.521 -0.419
Cl -3.027 -5.175 5.967 -0.193
H -4.241 -5.047 3.338 0.295
H -4.018 -6.688 2.630 0.290
H -1.987 -6.161 4.036 0.309
H -2.945 -7.282 4.962 0.303
Cl 3.593 6.513 1.744 -0.203
C 3.981 7.893 0.691 -0.475
C 5.324 8.471 1.233 -0.390
Cl 5.619 9.855 0.211 -0.196
H 3.198 8.639 0.828 0.307
H 3.893 7.544 -0.338 0.342
H 6.042 7.693 0.977 0.299
H 5.298 8.866 2.249 0.317
Cl 8.479 -5.675 -4.585 -0.188
C 7.804 -4.977 -3.087 -0.414
C 7.139 -6.124 -2.235 -0.397
Cl 8.291 -7.279 -1.544 -0.173
H 7.083 -4.267 -3.492 0.267
H 8.604 -4.391 -2.634 0.319
H 6.446 -6.757 -2.789 0.303
H 6.613 -5.655 -1.403 0.283
Cl -8.647 -1.457 3.151 -0.191
C -7.642 -0.220 4.036 -0.386
C -7.506 -0.649 5.520 -0.406
Cl -9.046 -0.505 6.338 -0.176
H -8.128 0.730 3.815 0.304
H -6.678 -0.108 3.541 0.286
H -6.855 -0.063 6.169 0.285
H -7.200 -1.687 5.649 0.284
Cl 8.677 1.474 0.813 -0.200
C 8.859 1.878 -0.979 -0.466
C 10.246 2.440 -1.386 -0.367
Cl 10.525 4.008 -0.592 -0.177
H 8.163 2.709 -1.090 0.298
H 8.558 0.991 -1.536 0.324
H 10.257 2.689 -2.447 0.277
H 11.071 1.778 -1.121 0.311
Cl -2.694 6.506 -3.720 -0.188
C -4.199 5.994 -4.620 -0.401
C -5.433 5.846 -3.693 -0.470
Cl -5.327 4.496 -2.531 -0.175
H -4.123 5.068 -5.189 0.325
H -4.339 6.788 -5.354 0.292
H -6.367 5.778 -4.252 0.324
H -5.436 6.696 -3.011 0.293
Cl 0.674 0.605 -7.230 -0.169
C 1.453 1.885 -8.147 -0.397
C 2.910 1.535 -8.487 -0.460
Cl 3.928 1.176 -7.033 -0.184
H 1.460 2.782 -7.529 0.298
H 0.848 1.991 -9.048 0.292
H 3.430 2.323 -9.030 0.320
H 2.847 0.575 -9.000 0.299
Cl -1.806 -9.014 -2.937 -0.200
C -0.390 -8.423 -3.798 -0.387
C -0.277 -6.923 -3.650 -0.403
Cl 1.013 -6.373 -4.727 -0.204
H -0.474 -8.757 -4.832 0.310
H 0.450 -8.909 -3.302 0.285
H 0.103 -6.628 -2.672 0.265
H -1.179 -6.326 -3.780 0.335

***

# 4
94
Properties=species:S:1:pos:R:3:mulliken_charge:R:1 method="wB97M-V/def2-TZVPD" gap_ev=6.4 total_charge=-1 molar_mass_da=881.9 energy_ha=-4295.23222 lumo_ev=2.0
C 5.186 -0.439 2.463 -1.286
C 3.907 -0.535 3.308 -0.146
C 3.067 0.750 3.136 -0.524
O 1.696 0.501 2.919 -0.226
C 1.462 0.007 1.611 0.360
P -0.382 -0.336 1.317 1.767
Cl 0.316 -2.496 0.970 -0.588
C -0.977 1.426 1.655 -1.034
C -0.638 2.587 0.706 -0.535
C 0.773 3.220 0.879 -0.610
C 1.466 3.481 -0.489 -1.074
C 2.851 2.798 -0.651 -0.406
C 2.877 1.842 -1.860 0.208
C 4.223 1.803 -2.596 -0.978
C 4.306 0.542 -3.446 -0.716
O 3.131 0.464 -4.221 -0.136
C 3.043 -0.722 -4.970 -0.735
C -0.262 -0.112 -0.648 -1.250
I 0.565 -1.833 -1.731 -0.143
C -1.623 0.137 -1.313 -0.100
C -1.396 0.925 -2.653 -1.120
O -1.945 -1.032 1.016 -0.062
C -2.603 -1.662 2.084 1.171
C -4.007 -0.976 2.063 -0.926
C -4.848 -1.376 0.855 -0.150
O -5.990 -1.746 0.926 -0.569
P -2.877 -3.449 1.710 0.791
O -4.132 -3.923 2.316 -0.853
O -2.987 -3.570 0.102 -0.564
O -1.693 -4.411 2.173 -0.473
C -1.816 -1.235 3.389 1.057
P -2.684 0.154 4.393 -0.136
C -3.862 -0.654 5.575 -1.212
O -1.505 0.900 5.286 -0.398
P -1.235 -2.510 4.632 0.450
O 0.002 -3.195 4.256 -0.738
O -2.408 -3.601 4.881 -0.515
O -0.963 -1.807 6.069 -0.536
O -0.617 -0.636 3.038 -0.868
H 5.747 -1.377 2.465 0.409
H 5.855 0.351 2.814 0.295
H 4.914 -0.241 1.423 0.272
H 3.339 -1.410 2.996 0.202
H 4.191 -0.641 4.356 0.429
H 3.462 1.353 2.304 0.050
H 3.142 1.333 4.057 0.382
H 1.775 0.732 0.845 -1.064
H 2.036 -0.903 1.453 0.985
H -0.621 1.695 2.652 0.407
H -2.065 1.386 1.751 0.160
H -0.809 2.409 -0.354 -0.161
H -1.334 3.399 0.958 0.582
H 0.655 4.208 1.334 0.638
H 1.408 2.658 1.563 0.134
H 0.829 3.185 -1.324 0.412
H 1.624 4.557 -0.598 0.479
H 3.579 3.583 -0.893 0.562
H 3.211 2.317 0.257 -0.082
H 2.118 2.125 -2.588 0.246
H 2.653 0.812 -1.556 -0.184
H 5.094 1.916 -1.946 0.349
H 4.264 2.635 -3.311 0.325
H 4.458 -0.344 -2.812 0.415
H 5.171 0.580 -4.131 0.449
H 3.477 -1.587 -4.461 0.331
H 3.487 -0.588 -5.967 0.287
H 1.982 -0.929 -5.131 0.116
H 0.400 0.719 -0.892 0.116
H -2.262 0.785 -0.713 0.098
H -2.126 -0.781 -1.602 0.648
H -0.356 0.861 -2.966 0.056
H -1.684 1.976 -2.559 0.227
H -2.021 0.494 -3.435 0.410
H -4.617 -1.230 2.932 0.218
H -3.873 0.100 1.958 0.410
H -4.325 -1.315 -0.119 0.320
H -2.986 -4.507 -0.128 0.354
H -1.085 -4.585 1.440 0.296
H -3.928 -0.089 6.505 0.350
H -3.690 -1.717 5.758 0.405
H -4.836 -0.582 5.085 0.401
H -1.608 1.826 5.045 0.372
H -2.156 -4.127 5.652 0.358
H -1.756 -1.808 6.620 0.345
C -2.506 -0.551 -7.297 -0.433
C -1.652 0.149 -8.328 0.273
O -1.192 1.282 -7.625 -0.328
C -1.145 0.937 -6.296 0.626
O -0.570 1.540 -5.463 -0.422
O -1.850 -0.205 -6.081 -0.260
F -2.383 0.556 -9.399 -0.299
H -3.527 -0.164 -7.287 0.295
H -2.536 -1.630 -7.429 0.260
H -0.797 -0.433 -8.678 0.280

***

# 5
107
Properties=species:S:1:pos:R:3:mulliken_charge:R:1 method="wB97M-V/def2-TZVPD" gap_ev=8.9 total_charge=0 molar_mass_da=938.9 smiles="O=C1OC[C@@H](F)O1.O=C1OC[C@@H](F)O1.C[N+](=O)[O-].C[N+](=O)[O-].C[N+](=O)[O-].C[N+](=O)[O-].C[N+](=O)[O-].C[N+](=O)[O-].O=S1(=O)CCCC1.O=S1(=O)CCCC1.O=S1(=O)CCCC1" energy_ha=-4471.28827 lumo_ev=-1.1
C 1.982 23.283 -12.593 -0.607
N 3.114 23.444 -11.638 0.851
O 3.062 22.835 -10.581 -0.338
O 3.964 24.260 -11.884 -0.531
H 2.249 23.740 -13.537 0.311
H 1.215 23.820 -12.031 0.059
H 1.734 22.236 -12.725 0.283
C 1.263 23.722 -7.834 0.216
N 1.958 24.530 -6.820 1.264
O 1.364 25.526 -6.434 -0.502
O 3.064 24.216 -6.421 -0.596
H 0.729 22.908 -7.342 0.147
H 2.031 23.266 -8.456 -0.155
H 0.535 24.298 -8.388 -0.408
C 0.398 26.847 -3.393 -0.360
N 0.538 28.280 -2.983 1.047
O -0.426 29.005 -3.140 -0.554
O 1.555 28.608 -2.400 -0.614
H 1.149 26.697 -4.167 0.129
H -0.610 26.637 -3.711 0.031
H 0.738 26.293 -2.522 0.322
C 3.877 23.510 -2.845 -0.594
N 2.538 23.209 -2.212 0.881
O 2.437 22.195 -1.554 -0.558
O 1.613 23.946 -2.471 -0.451
H 4.158 24.385 -2.256 0.334
H 3.661 23.876 -3.845 0.077
H 4.484 22.621 -2.781 0.307
C 0.541 20.179 -9.340 -0.488
N 1.428 19.468 -8.389 1.015
O 2.322 18.802 -8.853 -0.592
O 1.168 19.557 -7.212 -0.521
H -0.059 19.444 -9.868 0.392
H 1.202 20.659 -10.061 0.152
H -0.023 20.943 -8.819 0.045
C -3.576 22.414 -9.168 -1.031
N -2.545 23.296 -8.558 0.947
O -2.642 23.559 -7.393 -0.445
O -1.613 23.620 -9.267 -0.402
H -4.559 22.805 -8.918 0.362
H -3.474 21.409 -8.768 0.321
H -3.423 22.429 -10.241 0.318
C -1.205 26.436 -12.877 -0.562
C -1.199 27.948 -12.681 -0.830
C -0.282 28.234 -11.507 -0.801
S -0.631 26.902 -10.264 0.975
O -1.553 27.356 -9.259 -0.688
O 0.626 26.316 -9.827 -0.374
C -1.481 25.814 -11.507 -0.837
H -0.255 26.077 -13.278 0.243
H -1.971 26.261 -13.634 0.343
H -2.204 28.302 -12.440 0.321
H -0.826 28.499 -13.543 0.413
H -0.157 29.241 -11.116 0.571
H 0.731 27.974 -11.839 0.271
H -2.529 26.048 -11.289 0.441
H -1.377 24.753 -11.309 0.452
C 6.194 21.931 -8.817 -0.617
C 5.907 22.838 -7.618 0.251
C 6.923 22.399 -6.538 -0.844
S 8.431 22.064 -7.447 1.127
O 8.908 20.742 -7.079 -0.668
O 9.330 23.193 -7.339 -0.668
C 7.689 21.965 -9.112 -0.811
H 5.572 22.166 -9.681 0.058
H 5.929 20.898 -8.568 0.452
H 4.886 22.651 -7.294 0.154
H 6.028 23.885 -7.874 -0.167
H 6.555 21.433 -6.192 0.400
H 7.197 23.029 -5.698 0.454
H 8.108 21.122 -9.654 0.464
H 7.970 22.889 -9.620 0.352
C 4.888 25.969 -8.935 0.391
C 3.713 26.541 -9.750 -0.244
C 3.200 27.811 -9.079 -0.434
S 4.665 28.610 -8.336 1.200
O 4.430 28.833 -6.927 -0.641
O 5.089 29.693 -9.211 -0.702
C 5.766 27.199 -8.584 -1.079
H 5.455 25.228 -9.491 0.356
H 4.465 25.520 -8.034 -0.443
H 2.957 25.780 -9.915 -0.195
H 4.207 26.834 -10.682 0.506
H 2.450 27.644 -8.305 0.000
H 2.728 28.525 -9.753 0.483
H 6.413 27.136 -7.711 0.481
H 6.390 27.449 -9.441 0.427
C -2.053 22.091 -2.652 -0.472
C -2.452 23.352 -3.453 0.329
O -1.534 23.363 -4.522 0.050
C -0.577 22.444 -4.335 0.287
O 0.371 22.353 -5.046 -0.419
O -0.858 21.629 -3.313 -0.381
F -2.313 24.510 -2.759 -0.313
H -2.823 21.329 -2.715 0.294
H -1.746 22.366 -1.646 0.307
H -3.467 23.316 -3.848 0.246
C -1.848 26.242 -6.478 1.331
C -3.294 26.461 -6.982 0.587
O -3.486 27.831 -6.691 -0.442
C -2.355 28.408 -6.162 0.547
O -2.344 29.541 -5.821 -0.528
O -1.408 27.480 -5.979 -0.331
F -4.134 25.722 -6.188 -0.333
H -1.221 25.827 -7.264 -0.694
H -1.847 25.486 -5.695 -0.396
H -3.464 26.268 -8.038 0.283